Run w
A 4-piece molecular cluster, C4H9P overall, computed with the ωB97M-V functional and the def2-TZVPD basis.

CARTESIAN COORDINATES (ANGSTROEM)
P 2.25956 0.16198 0.90519
C -0.74142 1.10214 0.04608
C -1.24476 0.02255 -0.18820
C -1.89332 -1.27710 -0.52531
C 1.84569 -1.05483 -0.20921
H 1.08052 -1.01333 -1.08591
H 2.37682 -1.98744 -0.13939
H -0.91284 -1.59260 -2.86029
H -0.27440 2.00009 0.34261
H -1.81646 -1.46151 -1.60936
H -1.42021 -2.18862 0.08111
H -0.86724 -1.41220 -3.76875
H -2.95405 -1.39308 -0.18507
H 3.34859 -0.71815 1.57740

Computed properties:
Spin multiplicity ... 1
LUMO energy ... 0.237 eV
E_HOMO ... -0.3464 hartree
Gap between HOMO and LUMO ... 9.66 eV

=====

Run x
One molecule with the formula C4H9P, computed with the ωB97M-V functional and the def2-TZVPD basis.

CARTESIAN COORDINATES (ANGSTROEM)
P -1.78927 1.48322 0.53231
C 0.09188 -0.73838 1.05844
C 1.01814 -0.79726 -1.37811
C -0.21648 0.61399 0.37301
C -0.11834 -0.67779 -0.40466
H -1.60159 1.66994 1.95499
H 0.92571 0.13194 -1.91953
H 1.99520 -0.78605 -0.88249
H -1.42671 2.85498 0.20527
H 1.03479 -1.63039 -2.01746
H 1.09578 -1.09857 1.42758
H 0.78889 1.26926 0.32273
H -0.94576 -1.16691 -0.96159
H -0.85227 -1.12798 1.68952

Computed properties:
Spin multiplicity ... 1
LUMO energy ... 1.178 eV
E_HOMO ... -0.3418 hartree
Gap between HOMO and LUMO ... 10.48 eV
SMILES ... C[C@H]1C[C@@H]1P

=====

Quick ranking, most stable first: run x, run w.

=====

Run w
CH2P2S3 as an isolated structure, computed with the ωB97M-V functional and the def2-TZVPD basis.

CARTESIAN COORDINATES (ANGSTROEM)
S 0.77866 -2.51113 0.74403
S 1.91836 0.86785 0.18044
S -0.75888 1.08294 2.30763
P -0.25404 1.62184 0.48193
P 0.88076 -0.86574 -0.30824
C -0.61495 -0.00708 -0.84216
H -0.40034 0.47037 -1.73011
H -1.54958 -0.65905 -0.83350

Computed properties:
Spin multiplicity ... 1
LUMO energy (alpha / beta) ... -2.529 / -2.531 eV
E_HOMO (alpha / beta) ... -0.3151 / -0.3151 hartree
Gap between HOMO and LUMO (alpha / beta) ... 6.05 / 6.04 eV

=====

Run x
One molecule with the formula CH2P2S3, computed with the ωB97M-V functional and the def2-TZVPD basis.

CARTESIAN COORDINATES (ANGSTROEM)
S -1.52925 -1.36105 1.13570
S -1.33454 1.05516 1.30345
S -1.08228 -0.01659 -1.80459
P -0.23254 1.41877 -0.39797
P -0.14901 -1.47374 -0.46746
C 1.10265 0.08276 -0.01113
H 1.82744 0.22801 -0.77938
H 1.39753 0.06667 1.02137

Computed properties:
Spin multiplicity ... 1
LUMO energy ... -1.409 eV
E_HOMO ... -0.3371 hartree
Gap between HOMO and LUMO ... 7.76 eV
SMILES ... C1P2#S#P1SS2

=====

Quick ranking, most stable first: run x, run w.